(1)
A structure of composition C6H11N2O6P2PtS2 in a non-equilibrium geometry, computed with wB97M-V/def2-TZVPD.

Computed properties:
Maximum force   0.1065 hartree/bohr
Total charge   +2
HOMO-LUMO gap (alpha / beta)   0.229 / 0.219 hartree
2S+1   2

Geometry as XYZ:
```
30
Properties=species:S:1:pos:R:3:forces:R:3:lowdin_charge:R:1
Pt -0.33845 0.72015 1.68022 0.19 3.20 -4.44 1.3286
S -0.02792 0.61942 4.89889 0.09 2.39 -1.86 1.0102
S 0.63059 5.28369 1.47893 0.25 -1.00 -0.06 1.1639
P 1.64418 -1.52663 -0.07521 0.44 -1.03 -0.98 0.3654
P -1.28921 -1.05510 -0.16326 0.00 -1.67 -1.63 0.2981
O 1.34992 -0.47700 0.99307 -0.56 1.10 1.20 -0.3931
O 2.38334 -2.70748 0.36559 -0.12 0.18 0.07 -0.2036
O 2.32227 -0.76937 -1.33946 -0.01 0.17 0.35 -0.1388
O -0.97200 0.40521 -0.44423 0.35 0.68 1.46 -0.3449
O -1.38940 -1.34422 1.30517 0.38 0.82 1.35 -0.3011
O -2.52743 -1.53464 -1.02154 -0.02 0.19 0.46 -0.0655
N 0.13905 2.84034 1.01810 -0.48 -2.10 1.25 -0.1361
N 0.12866 -1.58705 -2.42697 0.09 0.19 -0.14 0.2129
C -0.18249 -3.51574 -0.87880 0.14 -0.42 -0.10 -0.0619
C -0.06883 1.35401 3.53809 -0.09 -4.42 2.41 -0.6580
C -0.71073 4.88905 0.49810 0.05 -0.31 -0.03 -0.3191
C 0.06246 -2.02844 -0.98488 -0.30 0.86 1.22 -0.4838
C -0.82673 3.54448 0.35067 -0.52 0.15 -0.28 -0.2024
C 0.97875 3.61552 1.66457 0.24 0.89 0.18 -0.4272
H -0.30143 -3.80171 0.16598 0.03 0.02 -0.01 0.1065
H 1.80963 3.24349 2.24190 0.01 0.03 0.07 0.0973
H 1.10216 -1.29566 -2.62621 -0.13 -0.08 -0.09 0.1451
H -0.15332 -2.33722 -3.06363 -0.02 0.05 0.06 0.1826
H 3.25974 -0.57692 -1.18810 0.04 -0.05 -0.19 0.1185
H -1.55903 3.02314 -0.24489 -0.03 -0.02 0.05 0.1191
H -3.24608 -1.96377 -0.53265 -0.13 0.07 -0.11 0.1283
H -0.46922 -0.77085 -2.58919 0.10 -0.06 -0.22 0.1564
H 0.67295 -4.07620 -1.26047 0.01 0.02 0.05 0.1064
H -1.07759 -3.81743 -1.42747 -0.03 0.09 0.03 0.0975
H -1.34386 5.64693 0.06769 0.02 0.04 -0.05 0.0988
```
Forces are in eV/Å.

---

(2)
The molecule C19H28N8O2 in a non-equilibrium geometry, computed with wB97M-V/def2-TZVPD.

Computed properties:
Maximum force   0.0202 hartree/bohr
HOMO-LUMO gap   0.367 hartree
SMILES   Cc1cncc(C(=O)N[C@@H](C)CCNC(=O)[C@@H]2CCCN2Cc2nnn(C)n2)c1

Geometry as XYZ:
```
57
Properties=species:S:1:pos:R:3:forces:R:3:lowdin_charge:R:1
O 2.70972 0.94077 3.25699 -0.01 0.01 0.00 0.0513
O 0.61667 -1.29081 -0.80046 -0.19 0.32 0.43 0.0322
N -0.63535 -0.62001 5.03502 0.01 0.00 0.00 0.0755
N -1.22328 2.87217 -0.96934 -0.06 0.04 -0.01 0.0805
N -2.20130 1.30701 0.25112 -0.02 0.02 0.00 0.1822
N -0.87998 3.06900 0.27286 0.07 -0.04 0.00 0.0635
N -1.46240 2.12837 0.97463 -0.03 0.01 0.01 -0.2264
N 2.36432 -0.11465 1.29298 0.04 -0.03 0.00 0.1096
N 0.88663 0.58263 -2.07331 -0.59 0.60 0.39 0.0964
N -1.70150 0.44024 -2.96457 0.00 -0.01 -0.02 -0.1422
C 3.43512 0.59523 0.60340 0.00 0.01 -0.01 -0.3704
C -2.03865 1.79843 -0.96767 0.03 -0.01 0.01 -0.3593
C 0.82656 -0.50158 3.13983 0.00 0.01 0.00 -0.1149
C -1.17141 -0.72978 -2.26071 0.00 0.01 0.00 -0.2188
C 0.47223 -0.18033 4.44758 0.00 0.01 -0.02 -0.0977
C -1.06358 -1.84050 -3.32989 0.01 0.00 0.01 -0.1059
C 2.05692 0.16101 2.57670 -0.02 -0.02 0.00 -0.4439
C -1.17225 -1.82592 3.02208 0.00 0.01 0.00 -0.2548
C 3.10422 0.63348 -0.88626 0.00 0.01 0.00 -0.1330
C -2.10423 -2.74847 2.28844 0.01 -0.01 0.00 -0.0414
C 1.77349 1.34302 -1.18066 0.34 -0.30 -0.12 -0.1528
C -2.65682 1.22197 -2.19738 0.02 0.00 0.00 -0.1272
C 0.17809 -0.46809 -1.59940 0.47 -0.63 -0.67 -0.4330
C -0.01239 -1.34570 2.42573 -0.01 0.00 0.00 0.0243
C -1.43045 -1.41934 4.32600 0.00 -0.01 -0.01 -0.1158
C -2.19642 0.01121 -4.27113 0.00 0.00 0.01 -0.1813
C -1.22074 -1.08834 -4.65265 0.00 0.00 0.01 -0.1581
C -1.37018 2.06326 2.42357 -0.01 -0.01 -0.01 0.0183
C 4.79043 -0.04479 0.87031 -0.02 0.00 0.00 -0.0437
H -1.88472 -2.54655 -3.20334 0.00 0.00 0.00 0.1165
H 1.25065 1.54501 -0.24321 0.00 0.00 -0.01 0.0989
H -3.21847 -0.39479 -4.20069 0.00 0.00 -0.01 0.1244
H -0.13250 -2.39717 -3.24239 0.00 0.00 -0.01 0.1185
H -1.58450 1.04303 2.72595 0.00 0.00 0.01 0.0709
H 1.11645 0.47749 5.01738 -0.01 -0.01 0.01 0.1193
H 3.92581 1.12679 -1.40812 -0.01 -0.01 -0.01 0.1164
H 5.58579 0.52630 0.38834 0.00 0.00 0.00 0.0797
H -3.52958 0.62225 -1.89990 0.00 0.00 0.00 0.1281
H 3.05786 -0.38940 -1.26541 0.00 0.00 0.01 0.1178
H -3.11423 -2.69406 2.69401 0.00 0.00 0.00 0.0770
H -1.58710 -1.72021 -5.45991 0.00 0.00 0.00 0.1112
H 0.30134 1.16639 -2.66161 -0.01 0.00 -0.01 0.1175
H -2.33491 -1.75676 4.82459 0.00 0.01 0.00 0.1133
H -1.82745 -1.04920 -1.44240 -0.01 0.00 0.00 0.1466
H 4.98467 -0.07393 1.94141 0.01 0.00 0.00 0.0778
H -2.21171 0.85168 -4.96618 0.00 0.00 0.00 0.1226
H -0.27031 -0.64925 -4.96128 0.00 0.00 -0.01 0.1147
H 3.44597 1.61302 1.00436 0.00 0.00 0.00 0.1465
H 1.94195 2.30394 -1.66190 0.00 0.01 0.01 0.1221
H -2.09135 2.74788 2.86529 -0.01 -0.01 0.01 0.0944
H 0.19323 -1.62513 1.39937 0.01 0.00 -0.01 0.0988
H 4.81062 -1.06482 0.48066 0.01 0.00 0.00 0.0834
H -0.36295 2.34277 2.71825 0.01 0.00 0.00 0.0932
H -2.14268 -2.49773 1.22831 0.00 0.01 0.00 0.0719
H -3.00465 2.04427 -2.82392 -0.02 0.00 0.01 0.1275
H 1.77848 -0.71674 0.72854 -0.02 0.01 0.01 0.0917
H -1.76920 -3.78454 2.36997 0.00 0.00 0.00 0.0859
```
Forces are in eV/Å.

---

(3)
The ion CH6N4O with charge +2 in a non-equilibrium geometry, computed with wB97M-V/def2-TZVPD.

Computed properties:
Maximum force   0.0274 hartree/bohr
Total charge   +2
HOMO-LUMO gap   0.326 hartree
SMILES   N/[NH+]=C\[N+](N)=O

Geometry as XYZ:
```
12
Properties=species:S:1:pos:R:3:forces:R:3:lowdin_charge:R:1
O -0.92400 -1.43588 0.00652 0.47 -0.29 -0.01 0.2231
N -2.21142 0.31578 0.00385 -1.04 0.00 0.01 0.3100
N 1.33837 0.30090 -0.00187 -0.41 0.50 0.07 0.1039
N -1.04968 -0.24715 -0.01103 0.20 0.14 0.04 -0.2105
N 1.95289 -0.83027 -0.00456 -0.19 -1.39 -0.06 0.2561
C 0.07586 0.63861 -0.01648 0.38 0.82 0.00 0.1030
H -2.37955 1.32068 -0.04989 0.49 -0.04 0.02 0.1931
H -3.03373 -0.30030 0.04720 0.37 -0.11 -0.04 0.2113
H 1.43583 -1.71880 -0.06189 0.07 0.55 0.07 0.1803
H -0.15404 1.69877 0.00222 0.14 -0.14 -0.04 0.1803
H 1.97822 1.12466 0.02382 -0.34 -0.38 -0.01 0.2506
H 2.97124 -0.86699 0.06211 -0.16 0.35 -0.05 0.1988
```
Forces are in eV/Å.

---

(4)
The molecule C3H7NO2, computed with wB97M-V/def2-TZVPD.

Computed properties:
Maximum force   0.0066 hartree/bohr
HOMO-LUMO gap   0.291 hartree
SMILES   CNC=C(O)O

Geometry as XYZ:
```
13
Properties=species:S:1:pos:R:3:forces:R:3:lowdin_charge:R:1
O 2.08681 0.91366 0.07752 -0.08 -0.21 -0.01 -0.0557
O 2.15452 -1.41227 0.04391 0.02 0.17 0.15 -0.0454
N -0.83184 -0.02605 -0.36190 0.22 0.05 0.21 -0.0472
C 1.37038 -0.28108 -0.26221 0.10 0.05 -0.24 -0.4818
C 0.08623 -0.25683 0.50719 -0.29 0.03 -0.17 -0.0594
C -2.23200 0.30246 -0.13437 0.06 -0.04 -0.02 -0.0596
H 2.73734 -1.18452 0.78790 -0.08 0.00 -0.11 0.0839
H 0.01081 -0.02299 -1.22680 0.00 -0.03 0.16 0.1915
H -2.40506 1.34235 -0.41626 0.03 -0.07 0.02 0.0871
H -0.12436 -0.42734 1.56390 -0.02 0.04 -0.03 0.1418
H -2.50757 0.16966 0.91326 0.05 -0.01 -0.06 0.0825
H 2.51246 1.21583 -0.72995 -0.05 -0.03 0.06 0.0793
H -2.85772 -0.33290 -0.76218 0.05 0.04 0.04 0.0829
```
Forces are in eV/Å.

---

- Which of these has the lowest maximum force?
  C3H7NO2

---

- Which of these has the lowest maximum force?
  C3H7NO2

---

- What is the maximum force in the fourth record?
  0.0066 hartree/bohr